The following is a quantum chemistry calculation of a single C6H4O molecule, from OMol25.

- Highest occupied orbital energy: -10.3 eV
- LUMO energy: -0.0392 Eh
- Orbital gap: 9.24 eV

Last columns: bonded neighbours and bond lengths (Å).
CARTESIAN COORDINATES (ANGSTROEM)
1 C -2.337 -0.141 -0.754  C2 1.461, H8 1.095, H9 1.095, H10 1.094
2 C -0.979 0.124 -0.285  C1 1.461, C3 1.209
3 C 0.132 0.328 0.145  C2 1.209, C4 1.445
4 C 1.425 0.613 0.724  C3 1.445, O5 1.205, C7 1.559
5 O 1.688 1.622 1.327  C4 1.205
6 C 2.077 -1.415 1.148  C7 1.291
7 C 2.577 -0.414 0.502  C4 1.559, C6 1.291, H11 1.086
8 H -2.671 0.633 -1.452  C1 1.095
9 H -3.023 -0.143 0.098  C1 1.095
10 H -2.401 -1.112 -1.253  C1 1.094
11 H 3.507 -0.050 0.077  C7 1.086

Löwdin atomic charge list, values in e, 8 entries: -0.08, -0.03, 0.05, -0.48, 0.12, 0.20, -0.15, 0.09

***

The following is a quantum chemistry calculation of a single C6H4O molecule, from OMol25.

- Highest occupied orbital energy: -10.2 eV
- Structure (SMILES): C#CC(=O)C#CC
- LUMO energy: -0.0098 Eh
- Orbital gap: 9.95 eV

Last columns: bonded neighbours and bond lengths (Å).
CARTESIAN COORDINATES (ANGSTROEM)
1 C 0.244 0.654 -2.500  C2 1.460, H8 1.095, H9 1.094, H10 1.094
2 C 0.261 0.500 -1.049  C1 1.460, C3 1.207
3 C 0.286 0.385 0.153  C2 1.207, C4 1.452
4 C 0.359 0.294 1.600  C3 1.452, O5 1.214, C6 1.460
5 O 0.998 1.077 2.273  C4 1.214
6 C -0.384 -0.806 2.208  C4 1.460, C7 1.205
7 C -0.983 -1.704 2.741  C6 1.205, H11 1.069
8 H 1.257 0.563 -2.903  C1 1.095
9 H -0.140 1.642 -2.773  C1 1.094
10 H -0.386 -0.105 -2.973  C1 1.094
11 H -1.511 -2.499 3.222  C7 1.069

Löwdin atomic charge list, values in e, 8 entries: -0.09, -0.04, 0.06, -0.45, 0.11, -0.03, 0.15, 0.09

***

The following is a quantum chemistry calculation of a single C6H4O molecule, from OMol25.

- Highest occupied orbital energy: -9.6 eV
- LUMO energy: -0.0265 Eh
- Orbital gap: 8.88 eV

Last columns: bonded neighbours and bond lengths (Å).
CARTESIAN COORDINATES (ANGSTROEM)
1 C -2.299 -2.072 1.493  C2 1.268
2 C -1.659 -1.128 0.938  C1 1.268, C3 1.341
3 C -0.782 -0.318 0.327  C2 1.341, C4 1.492, O7 1.344
4 C 0.706 -0.409 0.375  C3 1.492, C5 1.499, H8 1.104, H9 1.090
5 C 1.143 0.794 -0.405  C4 1.499, C6 1.327, H10 1.083
6 C 0.054 1.261 -1.001  C5 1.327, O7 1.397, H11 1.080
7 O -1.105 0.581 -0.618  C3 1.344, C6 1.397
8 H 0.726 -1.324 -0.242  C4 1.104
9 H 1.191 -0.641 1.324  C4 1.090
10 H 2.140 1.213 -0.463  C5 1.083
11 H -0.114 2.042 -1.728  C6 1.080

Löwdin atomic charge list, values in e, 8 entries: 0.06, -0.19, -0.29, -0.08, -0.04, -0.07, 0.06, 0.16

***

The following is a quantum chemistry calculation of a single C6H4O molecule, from OMol25.

- Highest occupied orbital energy: -10.5 eV
- LUMO energy: -0.0376 Eh
- Orbital gap: 9.45 eV

Last columns: bonded neighbours and bond lengths (Å).
CARTESIAN COORDINATES (ANGSTROEM)
1 C 1.147 0.485 1.401  C2 1.515, H8 1.092, H9 1.093, H10 1.094
2 C 0.245 -0.465 0.640  C1 1.515, C3 1.306, C4 1.507
3 C 0.431 -1.758 0.659  C2 1.306
4 C -0.913 0.162 -0.093  C2 1.507, O5 1.209, C6 1.451
5 O -1.567 1.039 0.422  C4 1.209
6 C -1.106 -0.266 -1.466  C4 1.451, C7 1.203
7 C -1.151 -0.567 -2.630  C6 1.203, H11 1.068
8 H 1.919 -0.050 1.957  C1 1.092
9 H 0.546 1.087 2.088  C1 1.093
10 H 1.633 1.159 0.688  C1 1.094
11 H -1.185 -0.826 -3.666  C7 1.068

Löwdin atomic charge list, values in e, 8 entries: -0.05, -0.39, 0.28, -0.42, 0.12, -0.03, 0.17, 0.08

***

The following is a quantum chemistry calculation of a single C6H4O molecule in a non-equilibrium geometry, from OMol25.

- Highest occupied orbital energy: -7.9 eV
- Structure (SMILES): C#Cc1ccco1
- LUMO energy: 0.0009 Eh
- Orbital gap: 7.96 eV

Last columns: bonded neighbours and bond lengths (Å).
CARTESIAN COORDINATES (ANGSTROEM)
1 C 2.448 0.084 0.266  C2 1.208, H8 1.025
2 C 1.745 -0.663 -0.373  C1 1.208, C3 1.384
3 C 0.547 -0.008 -0.602  C2 1.384, C4 1.357, O7 1.683
4 C -0.213 0.985 -0.074  C3 1.357, C5 1.404, H9 1.099
5 C -1.457 0.382 0.172  C4 1.404, C6 1.376, H10 1.045
6 C -1.484 -0.960 -0.131  C5 1.376, O7 1.287, H11 1.079
7 O -0.401 -1.397 -0.673  C3 1.683, C6 1.287
8 H 3.341 0.294 0.723  C1 1.025
9 H 0.000 2.053 0.072  C4 1.099
10 H -2.278 0.919 0.531  C5 1.045
11 H -2.249 -1.688 0.090  C6 1.079

Löwdin atomic charge list, values in e, 8 entries: 0.17, -0.03, -0.18, -0.04, -0.10, -0.20, 0.00, 0.03

***

The following is a quantum chemistry calculation of a single C6H4O2S2 molecule in a non-equilibrium geometry, from OMol25.

- Highest occupied orbital energy (spin up / spin down): -7.7 / -8.5 eV
- Multiplicity: 3
- Expectation value of S²: 2.05
- LUMO energy (spin up / spin down): 0.0006 / -0.0963 Eh
- Orbital gap (spin up / spin down): 7.75 / 5.87 eV

Last columns: bonded neighbours and bond lengths (Å).
CARTESIAN COORDINATES (ANGSTROEM)
1 C 2.310 0.248 0.778  C2 1.393, C3 1.373, H11 1.120
2 C 2.868 0.765 1.946  C1 1.393, S9 1.674, H12 1.169
3 C 0.947 0.292 0.620  C1 1.373, C4 1.233
4 C -0.245 0.067 0.401  C3 1.233, C5 1.347
5 C -1.571 0.132 0.168  C4 1.347, C6 1.368, H13 1.033
6 C -1.988 -0.281 -1.068  C5 1.368, O8 1.321, S10 1.773
7 O -1.777 -1.499 -3.264  S10 1.468
8 O -3.255 -0.444 -1.401  C6 1.321, H14 0.987
9 S 2.038 1.576 3.151  C2 1.674
10 S -0.858 -0.936 -2.267  C6 1.773, O7 1.468
11 H 3.082 -0.081 0.036  C1 1.120
12 H 4.024 0.686 2.099  C2 1.169
13 H -2.077 0.401 1.028  C5 1.033
14 H -3.497 -0.926 -2.228  O8 0.987

Löwdin atomic charge list, values in e, 8 entries: -0.19, -0.68, -0.05, -0.07, -0.08, -0.53, -0.53, 0.04

***

The following is a quantum chemistry calculation of a single C6H4O5 molecule in a non-equilibrium geometry, from OMol25.

- Highest occupied orbital energy: -10.2 eV
- Structure (SMILES): O=C(O)c1cocc1C(=O)O
- LUMO energy: 0.0014 Eh
- Orbital gap: 10.20 eV

Last columns: bonded neighbours and bond lengths (Å).
CARTESIAN COORDINATES (ANGSTROEM)
1 C 1.435 -0.937 -0.072  C2 1.505, O11 1.340, O12 1.221
2 C 0.500 0.236 0.050  C1 1.505, C3 1.352, C5 1.399
3 C 0.902 1.524 -0.026  C2 1.352, H8 1.024, O13 1.384
4 C -1.282 1.510 -0.114  C5 1.336, H9 1.023, O13 1.348
5 C -0.900 0.243 0.067  C2 1.399, C4 1.336, C6 1.493
6 C -1.828 -0.925 0.097  C5 1.493, O14 1.340, O15 1.205
7 H 2.883 0.180 0.632  O11 0.984
8 H 1.823 1.966 -0.095  C3 1.024
9 H -2.197 1.951 -0.235  C4 1.023
10 H -0.512 -2.345 -0.376  O14 0.980
11 O 2.647 -0.761 0.472  C1 1.340, H7 0.984
12 O 1.163 -2.054 -0.485  C1 1.221
13 O -0.213 2.329 -0.181  C3 1.384, C4 1.348
14 O -1.425 -2.194 -0.053  C6 1.340, H10 0.980
15 O -2.996 -0.724 0.320  C6 1.205

Löwdin atomic charge list, values in e, 8 entries: -0.40, -0.07, 0.00, 0.00, -0.07, -0.46, 0.13, 0.11

***

The following is a quantum chemistry calculation of a single C6H4S2 molecule in a non-equilibrium geometry, from OMol25.

- Highest occupied orbital energy: -8.7 eV
- Structure (SMILES): C#C[C@H]1C=CC(=S)S1
- LUMO energy: -0.0248 Eh
- Orbital gap: 8.02 eV

Last columns: bonded neighbours and bond lengths (Å).
CARTESIAN COORDINATES (ANGSTROEM)
1 C -1.997 -0.462 -0.187  C4 1.362, S11 1.559, S12 1.789
2 C 0.575 -0.408 0.608  C3 1.458, C5 1.392, H7 1.227, S12 1.885
3 C -0.101 0.813 0.187  C2 1.458, C4 1.337, H8 1.179
4 C -1.418 0.761 -0.035  C1 1.362, C3 1.337, H9 1.164
5 C 1.711 -0.660 -0.157  C2 1.392, C6 1.234
6 C 2.792 -0.691 -0.751  C5 1.234, H10 1.064
7 H 0.580 -0.292 1.830  C2 1.227
8 H 0.418 1.864 0.056  C3 1.179
9 H -1.858 1.837 0.015  C4 1.164
10 H 3.586 -0.456 -1.419  C6 1.064
11 S -3.540 -0.621 -0.335  C1 1.559
12 S -0.746 -1.685 0.187  C1 1.789, C2 1.885

Löwdin atomic charge list, values in e, 8 entries: -1.20, -0.57, -0.15, -0.28, -0.20, 0.15, 0.20, 0.17

***

The records above give, respectively, relative energy (zero: lowest compared OMol25 entry of this formula, charge and spin) values of 419.8; 220.3; 337.5; 421.1; 452.1; 0.0; 0.0; 44.7 kJ/mol.